1.
{"formula": "C4H6N2O2", "method": "ωB97M-V/def2-TZVPD", "elements": ["H", "N", "C", "O", "N", "C", "O", "C", "C", "H", "H", "H", "H", "H"], "xyz": [[2.33541, -0.79733, -1.83716], [1.71377, -1.12335, -1.11306], [0.76548, -0.35808, -0.82091], [0.48854, 0.85084, -1.43203], [-0.77722, 1.26605, -0.98437], [-1.38014, 0.32328, -0.20522], [-2.55350, 0.30570, 0.08881], [-0.25511, -0.59554, 0.24753], [0.27850, -0.10461, 1.60547], [-1.25641, 1.85943, -1.64886], [-0.55074, -1.64027, 0.30951], [0.57808, 0.93623, 1.55165], [1.13219, -0.71684, 1.90496], [-0.51884, -0.20550, 2.33368]], "atomic_forces_ev_per_a": [[0.0445, 0.2832, -0.3294], [-0.1857, 0.0845, 0.4283], [0.1187, -0.4386, -0.0674], [0.4426, -0.0193, -0.3258], [-0.0526, 0.3814, 0.0385], [-0.5388, -0.3552, 0.3603], [0.3549, 0.0607, -0.0231], [-0.0368, 0.2796, -0.0522], [-0.0868, -0.4034, -0.0941], [0.0581, -0.2550, -0.0062], [-0.0712, 0.0904, -0.1071], [0.0807, 0.1595, -0.0094], [-0.0981, 0.1040, -0.0278], [-0.0294, 0.0281, 0.2153]], "nbo_charge": [0.359, -0.668, 0.561, -0.352, -0.341, 0.651, -0.569, -0.401, -0.581, 0.408, 0.261, 0.216, 0.229, 0.227], "de_lowest_kcal_mol": 46.32, "homo_lumo_gap_ev": 10.5, "multiplicity": 1, "homo_energy_ev": -9.7406, "e_lumo_ev": 0.8}


2.
{"formula": "C4H6N2O2", "method": "ωB97M-V/def2-TZVPD", "elements": ["C", "C", "N", "C", "C", "O", "N", "O", "H", "H", "H", "H", "H", "H"], "xyz": [[-0.18431, 1.06414, -0.04428], [1.45262, -0.50298, 0.16456], [-0.52561, 1.04681, -1.35645], [-0.75214, -0.54473, 0.83034], [0.50635, -1.25280, 0.73597], [-1.83601, -1.24432, 0.36210], [2.40959, -0.27962, -0.57657], [-0.03740, 2.06738, 0.61420], [-2.65183, -0.80030, 0.62486], [-0.49078, 1.90771, -1.88364], [-0.53533, 0.16725, -1.84632], [2.93569, 0.57569, -0.42309], [-0.93370, 0.06431, 1.71411], [0.64284, -2.26854, 1.08418]], "atomic_forces_ev_per_a": [[-3.0277, -0.7928, 0.6834], [0.9736, -2.4972, -0.0843], [0.3028, -0.0549, -0.0245], [0.8451, 2.9695, -1.0701], [0.5898, 0.1876, -0.1536], [-0.0748, 0.1075, -0.1794], [-0.9268, 0.9076, -0.0356], [0.5598, -0.3026, -0.1022], [0.1245, -0.0178, -0.0358], [0.1215, -0.1100, -0.0125], [-0.0339, 0.0943, -0.0210], [0.3280, -0.1787, 0.3744], [-0.1268, -0.4470, 0.3648], [0.3449, 0.1345, 0.2963]], "nbo_charge": [0.602, 0.423, -0.838, 0.091, -0.454, -0.687, -0.619, -0.619, 0.485, 0.396, 0.404, 0.382, 0.195, 0.240], "de_lowest_kcal_mol": 81.30, "homo_lumo_gap_ev": 8.7, "multiplicity": 1, "homo_energy_ev": -8.4201, "e_lumo_ev": 0.3}


Number 1: molar mass 114.1 g/mol, E -415.96681 hartree. Number 2: molar mass 114.1 g/mol, E -415.91106 hartree.